No. 1
The following is a DFT calculation (ωB97M-V/def2-TZVPD) of an isolated molecule of C15H16BrNO at a distorted geometry.

## Properties
Lowest unoccupied orbital energy: -0.096 eV
Structure (SMILES): CCCCc1ccc(-c2ccc(Br)cc2O)nc1
Multiplicity: 1
Gap between HOMO and LUMO: 8.29 eV
Electronic energy: -3284.83354 hartree

Each line ends with the natural charge from an NBO analysis.
Atoms and positions in Å:
C -0.85396 5.70418 -3.49790  -0.6125
C 0.30281 4.61770 -3.60775  -0.3631
C 1.59580 5.04714 -2.78617  -0.3525
C 1.20695 5.22204 -1.28917  -0.4273
C 0.95733 3.89134 -0.75256  -0.0230
C 2.15260 2.80712 -0.84284  -0.1402
C 1.92909 1.53863 -0.45628  -0.2235
C 0.53223 1.07003 -0.12053  0.2671
C 0.32531 -0.28588 0.31363  -0.1813
C 1.16870 -1.33467 0.07823  -0.1547
C 0.87945 -2.46834 0.68363  -0.2589
C -0.53388 -2.85700 1.13550  -0.0348
Br -0.66551 -4.62379 1.70122  0.1164
C -1.38562 -1.82047 1.20644  -0.3250
C -0.96538 -0.72458 0.71733  0.3891
O -1.99810 0.36223 0.90304  -0.7387
N -0.22038 2.00647 -0.24146  -0.4715
C -0.08690 3.26507 -0.72756  0.0000
H -1.66483 5.36549 -4.38733  0.2057
H -1.21726 5.75127 -2.55622  0.1913
H -0.66842 6.74556 -3.93764  0.2134
H -0.02428 3.76647 -3.25779  0.1869
H 0.76397 4.62819 -4.74086  0.1933
H 1.73786 6.18847 -3.09504  0.1897
H 2.20987 4.53175 -3.20984  0.1865
H 2.31395 5.48151 -0.80826  0.2117
H 0.39783 5.87077 -0.97596  0.2398
H 2.95797 3.19233 -0.90150  0.1612
H 2.74172 0.77706 -0.19430  0.2092
H 2.33661 -1.20925 -0.40275  0.2229
H 1.70655 -3.24337 0.66928  0.2230
H -2.21862 -1.95210 1.61241  0.2315
H -1.71304 1.16001 0.32143  0.5029
H -1.26091 3.80996 -0.76579  0.1654

No. 2
The following is a DFT calculation (ωB97M-V/def2-TZVPD) of a structure of composition C15H16ClLuN at a distorted geometry.

## Properties
Lowest unoccupied orbital energy (spin up / spin down): 2.815 / 2.815 eV
Multiplicity: 1
Total charge: -1
Gap between HOMO and LUMO (spin up / spin down): 5.58 / 5.58 eV
Electronic energy: -2331.54074 hartree

Each line ends with the Mulliken charge.
Atoms and positions in Å:
C 1.99079 2.52381 -1.22450  -0.2238
C 3.02058 1.57634 -0.91974  -0.5075
C 2.86762 1.17814 0.44743  -0.6011
C 1.74308 1.88832 0.98882  -0.6148
C 1.20833 2.72511 -0.04512  -0.3964
Lu 0.81337 0.43445 -0.80951  0.9744
C 2.02152 -1.55448 -1.71649  -0.7148
C 1.68339 -0.69414 -2.68375  0.2967
C 1.58037 -0.04518 -3.83726  -0.7203
N -0.59074 1.37357 -1.92124  -0.5846
H 3.53031 0.50351 0.99986  0.3488
H 3.79546 1.22729 -1.60708  0.4157
H 1.38999 1.83111 2.02037  0.4849
H 0.36075 3.39988 0.06797  0.3297
H 1.85772 3.01104 -2.19041  0.2896
H 2.97597 -1.48809 -1.16564  0.2600
H -1.40299 1.78818 -2.38592  -0.0757
H 1.45651 -2.46967 -1.48752  0.3652
H 2.14201 -0.29796 -4.74485  0.2777
H 0.89297 0.80284 -3.95198  0.3653
Cl -2.54355 -2.41282 -0.73662  -0.2334
C -2.68647 -1.84182 0.86209  0.2361
C -3.83510 -2.09547 1.60395  -0.4982
C -4.01893 -1.46388 2.84544  -0.4030
C -3.05706 -0.55298 3.29494  -0.5643
C -1.88779 -0.34043 2.57596  -0.4284
C -1.59898 -1.08718 1.39902  0.8450
C -0.30784 -1.08513 0.79852  -2.1511
H -4.59017 -2.77578 1.21644  0.3646
H -4.89686 -1.70040 3.44848  0.3200
H -3.23188 -0.01173 4.22576  0.3248
H -1.15141 0.39434 2.90868  0.3004
H 0.49263 -0.75235 1.48396  0.4755
H -0.02360 -1.98844 0.23992  0.4430

No. 3
The following is a DFT calculation (ωB97M-V/def2-TZVPD) of an isolated molecule of C15H16N2O2 at a distorted geometry.

## Properties
Energy above the lowest of the compared OMol25 structures with the same formula, charge and spin: 416.0 kJ/mol
Lowest unoccupied orbital energy: -0.987 eV
Structure (SMILES): CCc1c(N=C(C)C)cc2c(c1N)C(=O)C=CC2=O
Multiplicity: 1
Gap between HOMO and LUMO: 7.20 eV
Electronic energy: -841.06230 hartree

Each line ends with the natural charge from an NBO analysis.
Atoms and positions in Å:
C 2.97763 -2.17875 0.73458  -0.6103
C 2.54392 -1.22151 -0.47874  -0.4355
C 1.36294 -0.29389 -0.07966  -0.0756
C 0.01683 -0.92858 -0.05640  0.1945
N -0.18305 -2.31786 -0.42561  -0.5603
C -1.25596 -2.33181 -1.18217  0.5111
C -1.34421 -1.57442 -2.56981  -0.7246
C -2.57086 -3.08262 -0.75259  -0.7065
C -1.13206 -0.10079 0.36142  -0.2718
C -0.97488 1.31034 0.70483  -0.0881
C 0.36872 1.96229 0.67204  -0.1589
C 1.51614 1.13859 0.28108  0.2183
N 2.83167 1.69560 0.25322  -0.7974
C 0.42664 3.43777 1.06452  0.5187
O 1.33769 4.21087 0.82586  -0.5415
C -0.81994 4.03922 1.80769  -0.2162
C -2.04702 3.46375 1.81629  -0.2668
C -2.26368 2.11547 1.10196  0.5339
O -3.34370 1.61868 0.85759  -0.5216
H 2.65881 -1.65004 1.67221  0.2172
H 2.56339 -3.21089 0.64346  0.2238
H 4.10205 -2.25194 0.78315  0.2080
H 3.47522 -0.68361 -0.78915  0.2031
H 2.24452 -1.85320 -1.36544  0.2279
H -2.06111 -0.71336 -2.41498  0.2445
H -1.70153 -2.25740 -3.37749  0.2397
H -0.34428 -1.11251 -2.76150  0.2366
H -3.32200 -2.25436 -0.57589  0.2443
H -2.46328 -3.61809 0.22168  0.2447
H -2.99480 -3.71432 -1.57742  0.2303
H -2.17576 -0.49908 0.43961  0.2392
H 2.76623 2.67167 -0.05388  0.3981
H 3.41225 1.24430 -0.46393  0.3706
H -0.68885 5.00827 2.35495  0.2349
H -2.91769 3.93220 2.32855  0.2357

No. 4
The following is a DFT calculation (ωB97M-V/def2-TZVPD) of an isolated molecule of C15H16N2O3 at a distorted geometry.

## Properties
Energy above the lowest of the compared OMol25 structures with the same formula, charge and spin: 54.8 kJ/mol
Lowest unoccupied orbital energy: 0.584 eV
Structure (SMILES): Cc1cccc(NC(=O)CCNC(=O)c2ccco2)c1
Multiplicity: 1
Gap between HOMO and LUMO: 8.76 eV
Electronic energy: -916.46155 hartree

Each line ends with the natural charge from an NBO analysis.
Atoms and positions in Å:
C 2.71335 1.71046 -2.66585  -0.6288
C 2.74602 0.95762 -1.36972  0.0112
C 3.79861 1.13987 -0.47795  -0.2432
C 3.82975 0.44510 0.71625  -0.1865
C 2.82245 -0.44456 1.04784  -0.2702
C 1.76794 -0.63481 0.16345  0.2392
N 0.71460 -1.52950 0.40221  -0.6441
C 0.35889 -2.09957 1.57631  0.6813
O 0.94759 -1.95536 2.62775  -0.6147
C -0.86068 -3.02518 1.51307  -0.5023
C -1.96069 -2.67485 0.50861  -0.2344
N -2.40070 -1.30354 0.61150  -0.6031
C -2.10964 -0.38055 -0.33164  0.6436
O -1.46408 -0.64214 -1.33679  -0.6531
C -2.62635 0.96240 -0.05741  0.1459
C -2.48143 2.12011 -0.77840  -0.2279
C -3.16595 3.12022 -0.05677  -0.3152
C -3.67502 2.50340 1.04677  0.1202
O -3.35705 1.20302 1.05953  -0.3990
C 1.73858 0.06786 -1.03983  -0.2822
H 3.55517 1.41830 -3.29305  0.2188
H 1.79241 1.51041 -3.20715  0.2136
H 2.78966 2.78191 -2.48604  0.2166
H 4.59231 1.83032 -0.72470  0.2054
H 4.65021 0.59342 1.40296  0.2109
H 2.84696 -0.98024 1.98117  0.2487
H 0.08583 -1.61193 -0.38946  0.4229
H -1.27104 -3.04922 2.52498  0.2291
H -0.48987 -4.02892 1.29051  0.2361
H -1.62295 -2.82130 -0.52082  0.2275
H -2.81696 -3.33589 0.68088  0.2099
H -2.87844 -1.01340 1.44999  0.4108
H -1.94993 2.22295 -1.70128  0.2452
H -3.26555 4.15282 -0.31993  0.2351
H -4.26018 2.87208 1.86641  0.2080
H 0.90618 -0.08130 -1.71339  0.2247